[1]
{
  "formula": "C14H35Cl6N3O3",
  "method": "ωB97M-V/def2-TZVPD",
  "de_lowest_kcal_mol": 45.3,
  "smiles": "COC[C@H](C)N.COC[C@H](C)N.COC[C@H](C)N.ClC(Cl)Cl.ClC(Cl)Cl",
  "elements": ["C", "O", "C", "C", "C", "N", "H", "H", "H", "H", "H", "H", "H", "H", "H", "H", "H", "C", "O", "C", "C", "C", "N", "H", "H", "H", "H", "H", "H", "H", "H", "H", "H", "H", "C", "O", "C", "C", "C", "N", "H", "H", "H", "H", "H", "H", "H", "H", "H", "H", "H", "Cl", "C", "Cl", "Cl", "H", "Cl", "C", "Cl", "Cl", "H"],
  "positions_angstrom": [[0.5028, -4.8354, -3.0552], [1.1740, -3.7361, -3.5105], [2.4903, -3.9446, -4.0519], [3.0079, -2.7594, -4.9282], [2.1542, -2.1909, -6.0763], [4.3363, -3.1407, -5.5169], [0.9973, -5.5643, -2.4131], [0.1281, -5.3837, -3.9195], [-0.4201, -4.5272, -2.5638], [3.1492, -4.0664, -3.1922], [2.5330, -4.8744, -4.6192], [3.2622, -1.8830, -4.3322], [2.8020, -1.5386, -6.6621], [1.3451, -1.5899, -5.6613], [1.6920, -2.9767, -6.6738], [5.1116, -2.7452, -5.0044], [4.3901, -2.7824, -6.4596], [-2.4284, -2.3075, 4.5442], [-1.3913, -2.3012, 5.4746], [-0.3151, -1.4057, 5.0427], [0.8566, -1.3403, 6.0688], [0.5444, -1.2778, 7.5448], [1.9360, -0.3760, 5.6141], [-2.2091, -2.3448, 3.4771], [-2.9868, -1.3841, 4.6974], [-3.0326, -3.1951, 4.7318], [0.0669, -1.7680, 4.0883], [-0.7072, -0.3901, 4.9878], [1.4341, -2.2604, 5.9792], [-0.2169, -2.0466, 7.6769], [0.2291, -0.3264, 7.9733], [1.4376, -1.5924, 8.0847], [1.8561, 0.6038, 5.8456], [2.2998, -0.5005, 4.6801], [-5.7267, -0.8006, -2.9054], [-4.4879, -0.3843, -2.4495], [-4.5180, 0.8361, -1.8019], [-3.2277, 1.1415, -1.0349], [-3.1908, 2.4745, -0.2583], [-2.2012, 1.0547, -2.0190], [-5.4245, -1.7663, -3.3105], [-6.1288, -0.0957, -3.6332], [-6.5259, -0.8154, -2.1644], [-4.6826, 1.6259, -2.5349], [-5.2528, 0.6778, -1.0125], [-3.0243, 0.4208, -0.2428], [-3.4987, 3.3249, -0.8665], [-2.1444, 2.7443, -0.1155], [-3.7874, 2.4864, 0.6539], [-2.6392, 0.5563, -2.7805], [-1.6347, 0.2669, -1.7388], [4.3367, 7.3993, 6.4240], [3.0949, 8.1042, 5.2637], [2.8861, 9.9417, 5.3057], [1.5030, 7.2337, 5.3045], [3.4815, 7.8711, 4.2715], [2.4884, 7.0309, -2.6284], [3.2472, 5.6266, -3.3210], [4.0361, 4.6283, -2.0424], [4.5357, 6.1733, -4.5088], [2.4563, 4.9949, -3.7253]]
}

---

[2]
{
  "formula": "C12H12BaF4O16P",
  "method": "ωB97M-V/def2-TZVPD",
  "de_lowest_kcal_mol": 196.5,
  "charge": -1,
  "elements": ["Ba", "P", "O", "O", "O", "O", "C", "C", "O", "C", "O", "O", "F", "H", "H", "H", "C", "C", "O", "C", "O", "O", "F", "H", "H", "H", "C", "C", "O", "C", "O", "O", "F", "H", "H", "H", "C", "C", "O", "C", "O", "O", "F", "H", "H", "H"],
  "positions_angstrom": [[-1.6240, 1.9635, 1.0722], [0.1349, 3.8647, 4.1483], [1.4637, 4.7219, 4.0531], [-1.0956, 4.4135, 3.3692], [0.1184, 3.3979, 5.6365], [0.6138, 2.4724, 3.5906], [-4.9198, -3.5578, -3.1823], [-3.7111, -4.4194, -2.8107], [-2.9134, -3.4959, -2.1067], [-3.2316, -2.2604, -2.4282], [-2.7336, -1.2602, -1.9978], [-4.3900, -2.2299, -3.1353], [-3.0609, -4.6124, -3.9314], [-5.7181, -3.4910, -2.4432], [-5.2702, -4.0089, -4.1107], [-3.8680, -5.3457, -2.2580], [5.0455, -1.1697, 0.9471], [4.6558, -2.0089, -0.1994], [3.2491, -1.6992, -0.3284], [3.1384, -0.4626, 0.0353], [2.1969, 0.2277, -0.3062], [4.1077, -0.0874, 0.8280], [4.9422, -3.2491, 0.1663], [6.0930, -0.8689, 0.9302], [4.8155, -1.6471, 1.8996], [5.1293, -1.8651, -1.1706], [-1.3169, 6.6590, -5.2583], [-0.1346, 5.8850, -5.7958], [0.2711, 5.2150, -4.6379], [-0.6632, 5.1965, -3.7381], [-0.7385, 4.4076, -2.7663], [-1.6911, 5.9715, -4.1011], [0.7998, 6.7861, -6.1163], [-2.1539, 6.7991, -5.9423], [-1.1772, 7.7363, -5.1686], [-0.3998, 5.2593, -6.6479], [0.2278, -3.2216, 6.3509], [1.1721, -3.8937, 5.3808], [0.5697, -3.7255, 4.1486], [-0.2665, -2.6973, 4.1629], [-0.8174, -2.0900, 3.2724], [-0.4838, -2.3949, 5.4510], [1.0996, -5.1606, 5.7644], [0.7367, -2.5530, 7.0453], [-0.4091, -3.9394, 6.8679], [2.2072, -3.5617, 5.4608]]
}

---

[3]
{
  "formula": "C9H23B2Cl2IN4O9",
  "method": "ωB97M-V/def2-TZVPD",
  "smiles": "CCB(O)B(I)[C@@H](Cl)[C@H](C)Cl.C[N+](=O)[O-].C[N+](=O)[O-].C[N+](=O)[O-].C[N+](=O)[O-]",
  "elements": ["C", "C", "B", "O", "B", "I", "C", "Cl", "C", "C", "Cl", "H", "H", "H", "H", "H", "H", "H", "H", "H", "H", "H", "C", "N", "O", "O", "H", "H", "H", "C", "N", "O", "O", "H", "H", "H", "C", "N", "O", "O", "H", "H", "H", "C", "N", "O", "O", "H", "H", "H"],
  "positions_angstrom": [[5.3506, -1.1524, 3.1248], [4.6111, -1.6315, 1.8042], [3.9826, -0.2847, 1.1765], [4.8411, 0.7800, 0.7429], [2.3144, -0.1013, 1.0706], [1.2606, -0.2790, -0.8465], [1.5481, 0.2338, 2.4622], [0.1934, 1.3867, 2.1154], [1.0996, -1.0386, 3.2398], [-0.2047, -1.6464, 2.6343], [0.7420, -0.4720, 4.9521], [6.0819, -0.3905, 2.8056], [4.6011, -0.6040, 3.7293], [5.8077, -1.9809, 3.6755], [3.8113, -2.3133, 2.1448], [5.3040, -2.1109, 1.0931], [4.6141, 1.5142, 1.3173], [2.2920, 0.7444, 3.1059], [1.8937, -1.7956, 3.2976], [-0.1679, -2.7450, 2.6923], [-1.1054, -1.2812, 3.1372], [-0.2410, -1.3472, 1.5738], [2.8180, 2.2906, -3.6460], [2.0090, 2.9720, -4.6872], [2.5969, 3.4886, -5.6075], [0.8076, 2.9620, -4.5383], [3.8675, 2.3784, -3.9049], [2.6105, 2.7812, -2.6989], [2.5103, 1.2489, -3.6230], [-2.4552, 1.9597, -2.5722], [-2.8259, 0.5920, -2.1250], [-3.2703, 0.4662, -1.0084], [-2.6534, -0.3074, -2.9181], [-2.6621, 2.6544, -1.7654], [-1.3952, 1.9500, -2.8150], [-3.0543, 2.1916, -3.4491], [-4.4643, -0.6053, -5.8861], [-4.2067, 0.7789, -6.3567], [-5.1314, 1.3872, -6.8453], [-3.0840, 1.2060, -6.2154], [-5.5047, -0.8469, -6.0749], [-3.8052, -1.2688, -6.4391], [-4.2451, -0.6326, -4.8214], [-4.0924, -0.9891, 5.3968], [-3.5907, -2.3609, 5.1332], [-3.8976, -3.2310, 5.9132], [-2.9039, -2.5109, 4.1487], [-4.6871, -1.0062, 6.3035], [-3.2267, -0.3415, 5.5114], [-4.6942, -0.6916, 4.5423]]
}

---

[4]
{
  "formula": "C19H17F6NO8",
  "method": "ωB97M-V/def2-TZVPD",
  "smiles": "O=NOCc1ccc2c(c1)C(=O)C=CC2=O.CCOC(=O)C(F)(F)F.CCOC(=O)C(F)(F)F",
  "elements": ["O", "N", "O", "C", "C", "C", "C", "C", "C", "C", "C", "O", "C", "C", "C", "O", "H", "H", "H", "H", "H", "H", "H", "C", "C", "O", "C", "O", "C", "F", "F", "F", "H", "H", "H", "H", "H", "C", "C", "O", "C", "O", "C", "F", "F", "F", "H", "H", "H", "H", "H"],
  "positions_angstrom": [[2.1722, 0.0286, -0.7444], [1.2744, -0.5037, -1.2924], [0.3152, -0.8307, -0.3454], [-1.0016, -0.6790, -0.9530], [-1.2181, 0.8321, -1.3223], [-1.7947, 1.2854, -2.5741], [-1.9677, 2.7183, -2.9019], [-1.5134, 3.6629, -1.9003], [-0.9057, 3.2377, -0.6146], [-0.7651, 1.8299, -0.3275], [-0.4176, 4.3656, 0.3540], [-0.4861, 4.2694, 1.5526], [0.1618, 5.6255, -0.3740], [-0.4028, 6.0195, -1.5487], [-1.6082, 5.2090, -2.1404], [-2.5352, 5.7393, -2.6946], [-1.7991, -1.0468, -0.2645], [-0.9836, -1.2612, -1.9125], [-2.0987, 0.5180, -3.3196], [-2.3977, 3.0261, -3.8859], [-0.2902, 1.4873, 0.6245], [1.0297, 6.1991, 0.0304], [0.0333, 6.8987, -2.0858], [-1.2661, 2.5084, 4.1842], [-0.6479, 1.1653, 4.5126], [-1.5542, 0.3536, 5.2806], [-2.5079, -0.2728, 4.5859], [-2.6496, -0.2000, 3.3980], [-3.3649, -1.1309, 5.5179], [-3.7255, -0.4689, 6.6317], [-2.7046, -2.2340, 5.9183], [-4.4953, -1.5457, 4.9323], [-1.5978, 3.0108, 5.0959], [-0.5487, 3.1467, 3.6698], [-2.1437, 2.3952, 3.5463], [0.2387, 1.3111, 5.1307], [-0.3293, 0.6369, 3.6117], [4.1775, -3.0837, -2.0872], [4.3457, -4.1450, -3.1543], [3.6610, -5.3551, -2.7874], [2.3413, -5.3680, -3.0011], [1.7143, -4.4584, -3.4638], [1.7550, -6.7259, -2.6111], [2.2069, -7.1516, -1.4180], [2.0741, -7.6766, -3.5092], [0.4190, -6.6991, -2.5310], [4.5002, -3.4628, -1.1150], [4.7609, -2.1948, -2.3312], [3.1320, -2.7907, -1.9826], [5.4007, -4.4025, -3.2535], [4.0070, -3.7922, -4.1303]]
}

---

[5]
{
  "formula": "C5H6S3",
  "method": "ωB97M-V/def2-TZVPD",
  "de_lowest_kcal_mol": 101.1,
  "smiles": "C=C(C)C(=S)C(=S)S",
  "elements": ["C", "C", "C", "C", "S", "C", "S", "S", "H", "H", "H", "H", "H", "H"],
  "positions_angstrom": [[-0.0875, 1.5081, -0.2495], [0.3704, 0.1043, -0.4621], [1.8103, -0.0934, -0.5520], [-0.2517, -1.0461, -0.0093], [0.4317, -2.4413, 0.6099], [-1.7892, -0.9096, 0.0111], [-2.8784, -1.1787, -1.2471], [-2.3313, -0.0537, 1.4331], [-1.1498, 1.6069, 0.1571], [0.5165, 2.6615, -0.2551], [2.3118, 0.7246, -0.8397], [1.9577, -0.8091, -1.2740], [2.1945, -0.0592, 0.5239], [-1.1049, -0.0142, 2.1535]]
}

---

Computed Kohn-Sham gap (eV) in order:
9.1136; 2.6960; 8.8592; 8.7655; 7.0393
Computed E_HOMO (eV) in order:
-9.0; -1.2; -9.6; -9.8; -8.7
Computed LUMO energy (eV) in order:
0.067; 1.454; -0.778; -0.992; -1.696